{
  "formula": "C33H38N5",
  "method": "ωB97M-V/def2-TZVPD",
  "charge": 1,
  "max_force_ev_per_a": 3.536,
  "smiles": "Cc1ccc([C@H](N(C)C)[n+]2cc3c4c(c2)N(Cc2ccccc2)CCN4CCN3Cc2ccccc2)cc1",
  "e_homo_ev": -10.58,
  "e_above_lowest_ev": 0.000,
  "gap_ha": 0.2866,
  "elements": ["C", "C", "C", "C", "C", "C", "N", "C", "C", "N", "C", "C", "C", "C", "C", "N", "C", "C", "C", "C", "C", "C", "C", "C", "C", "N", "C", "C", "N", "C", "C", "C", "C", "C", "C", "C", "C", "C", "H", "H", "H", "H", "H", "H", "H", "H", "H", "H", "H", "H", "H", "H", "H", "H", "H", "H", "H", "H", "H", "H", "H", "H", "H", "H", "H", "H", "H", "H", "H", "H", "H", "H", "H", "H", "H", "H"],
  "positions_angstrom": [[-0.046, 3.806, 2.951], [-0.729, 2.553, 2.486], [-1.762, 2.631, 1.555], [-2.530, 1.511, 1.232], [-2.224, 0.286, 1.833], [-3.136, -0.918, 1.730], [-3.583, -1.384, 0.434], [-3.832, -2.827, 0.491], [-2.862, -0.960, -0.746], [-4.290, -0.744, 2.566], [-4.110, -0.840, 3.918], [-5.104, -1.407, 4.696], [-6.381, -1.640, 4.096], [-6.639, -1.126, 2.790], [-5.564, -0.658, 2.046], [-7.911, -1.346, 2.265], [-8.322, -0.761, 0.972], [-9.025, 0.578, 1.095], [-9.249, 1.318, -0.072], [-9.951, 2.524, -0.019], [-10.445, 2.990, 1.208], [-10.223, 2.253, 2.378], [-9.512, 1.044, 2.320], [-8.492, -2.644, 2.542], [-8.430, -3.001, 4.014], [-7.259, -2.484, 4.688], [-6.923, -3.152, 5.925], [-6.003, -2.292, 6.762], [-4.870, -1.859, 5.979], [-3.779, -1.248, 6.751], [-2.399, -1.685, 6.331], [-1.318, -0.983, 6.873], [-0.015, -1.289, 6.481], [0.208, -2.301, 5.536], [-0.870, -3.016, 5.008], [-2.177, -2.733, 5.430], [-1.087, 0.168, 2.644], [-0.355, 1.302, 2.981], [0.816, 3.555, 3.576], [0.308, 4.400, 2.100], [-0.725, 4.447, 3.533], [-1.990, 3.591, 1.095], [-3.366, 1.598, 0.533], [-2.560, -1.747, 2.178], [-4.093, -3.191, -0.510], [-2.932, -3.369, 0.833], [-4.654, -3.054, 1.185], [-2.910, -1.752, -1.500], [-3.354, -0.070, -1.160], [-1.817, -0.716, -0.527], [-3.083, -0.682, 4.250], [-5.621, -0.390, 0.987], [-7.475, -0.670, 0.276], [-9.021, -1.477, 0.513], [-8.864, 0.929, -1.018], [-10.115, 3.093, -0.936], [-11.009, 3.923, 1.246], [-10.604, 2.610, 3.336], [-9.338, 0.459, 3.227], [-7.962, -3.429, 1.967], [-9.531, -2.614, 2.200], [-8.436, -4.096, 4.099], [-9.331, -2.629, 4.532], [-6.433, -4.120, 5.706], [-7.857, -3.352, 6.459], [-5.614, -2.877, 7.601], [-6.556, -1.425, 7.163], [-3.939, -1.521, 7.805], [-3.832, -0.144, 6.706], [-1.522, -0.185, 7.592], [0.821, -0.737, 6.909], [1.227, -2.534, 5.221], [-0.706, -3.804, 4.270], [-3.020, -3.305, 5.037], [-0.808, -0.812, 3.042], [0.491, 1.229, 3.664]]
}

{
  "formula": "C33H38N8O4PPt",
  "method": "ωB97M-V/def2-TZVPD",
  "charge": 3,
  "max_force_ev_per_a": 0.441,
  "e_homo_ev": -17.02,
  "e_above_lowest_ev": 0.000,
  "gap_ha": 0.2484,
  "elements": ["Pt", "N", "C", "N", "C", "N", "N", "C", "C", "C", "C", "C", "C", "N", "C", "C", "C", "C", "C", "C", "H", "H", "H", "H", "H", "H", "H", "H", "H", "H", "H", "C", "C", "C", "C", "C", "C", "N", "N", "C", "C", "C", "C", "C", "N", "H", "H", "H", "H", "H", "H", "H", "H", "H", "C", "C", "C", "C", "O", "P", "O", "O", "O", "C", "C", "C", "C", "H", "H", "H", "H", "H", "H", "H", "H", "H", "H", "H", "H", "H", "H", "H", "H", "H", "H"],
  "positions_angstrom": [[-0.182, 0.281, 1.024], [2.222, 3.700, 0.175], [1.180, 2.931, 0.361], [1.280, 1.636, 0.607], [2.544, 1.013, 0.663], [2.648, -0.266, 0.876], [1.437, -0.849, 1.092], [1.218, -2.112, 1.094], [-0.167, -2.519, 1.352], [-0.566, -3.829, 1.477], [-1.889, -4.101, 1.821], [-2.762, -3.052, 2.033], [-2.314, -1.750, 1.867], [-1.050, -1.492, 1.541], [3.710, 1.843, 0.478], [5.008, 1.323, 0.545], [6.086, 2.163, 0.374], [5.890, 3.527, 0.131], [4.618, 4.060, 0.059], [3.537, 3.210, 0.234], [2.076, 4.679, -0.044], [0.197, 3.378, 0.290], [2.029, -2.814, 0.935], [0.150, -4.626, 1.325], [-2.223, -5.124, 1.929], [-3.790, -3.223, 2.321], [-2.969, -0.904, 2.023], [5.147, 0.266, 0.725], [7.091, 1.768, 0.424], [6.745, 4.175, -0.006], [4.467, 5.116, -0.131], [2.740, 1.593, 5.707], [2.724, 0.453, 4.910], [1.708, 0.270, 3.991], [0.716, 1.243, 3.875], [0.720, 2.390, 4.675], [1.741, 2.555, 5.590], [-0.345, 1.049, 2.945], [-1.430, 1.594, 3.227], [-2.343, 1.725, 2.180], [-3.576, 2.284, 2.421], [-4.421, 2.498, 1.331], [-3.978, 2.174, 0.065], [-2.722, 1.591, -0.114], [-1.930, 1.363, 0.935], [3.528, 1.725, 6.436], [3.492, -0.299, 5.021], [1.654, -0.644, 3.419], [-0.060, 3.130, 4.574], [1.756, 3.433, 6.221], [-3.846, 2.556, 3.432], [-5.404, 2.926, 1.481], [-4.586, 2.361, -0.809], [-2.356, 1.306, -1.106], [-2.846, -2.529, -3.624], [-3.179, -2.227, -2.173], [-4.250, -1.156, -2.052], [-3.604, -3.490, -1.450], [-1.945, -1.777, -1.446], [-0.949, -0.718, -2.066], [-1.579, 0.464, -2.684], [-0.026, -0.312, -0.838], [0.026, -1.566, -2.932], [0.931, -1.087, -4.009], [1.780, -2.301, -4.337], [0.103, -0.656, -5.208], [1.780, 0.053, -3.472], [-3.712, -2.994, -4.093], [-2.003, -3.217, -3.693], [-2.610, -1.621, -4.180], [-5.141, -1.481, -2.587], [-3.914, -0.217, -2.487], [-4.519, -1.001, -1.002], [-4.557, -3.832, -1.852], [-3.739, -3.297, -0.386], [-2.871, -4.287, -1.582], [1.145, -3.142, -4.612], [2.398, -2.593, -3.487], [2.433, -2.071, -5.178], [-0.400, -1.513, -5.655], [0.763, -0.213, -5.953], [-0.646, 0.085, -4.931], [2.337, -0.267, -2.588], [1.158, 0.913, -3.210], [2.489, 0.364, -4.238]]
}

{
  "formula": "C33H39BN6NaPS4Sb",
  "method": "ωB97M-V/def2-TZVPD",
  "charge": -2,
  "spin_multiplicity": 2,
  "max_force_ev_per_a": 4.200,
  "s2": 0.77,
  "e_homo_ev": [0.43, -1.62],
  "e_above_lowest_ev": 3.591,
  "gap_ha": [0.1253, 0.2001],
  "elements": ["Na", "N", "C", "C", "C", "C", "C", "C", "S", "N", "C", "C", "C", "C", "C", "C", "N", "H", "H", "H", "H", "H", "H", "H", "H", "H", "S", "Sb", "S", "S", "B", "C", "N", "H", "H", "H", "N", "C", "C", "C", "C", "C", "N", "C", "H", "H", "H", "H", "C", "C", "C", "C", "P", "C", "C", "C", "C", "C", "C", "C", "C", "C", "C", "H", "H", "H", "H", "H", "H", "H", "H", "H", "H", "H", "H", "H", "H", "H", "H", "H", "H", "H", "H", "H", "H", "H"],
  "positions_angstrom": [[9.902, 12.299, 9.750], [8.455, 16.573, 8.456], [8.016, 17.499, 9.420], [7.506, 18.738, 9.032], [6.841, 19.531, 9.958], [6.814, 19.204, 11.339], [7.224, 17.922, 11.675], [7.954, 17.110, 10.767], [8.637, 15.586, 11.268], [9.110, 14.821, 9.925], [8.894, 15.313, 8.756], [9.180, 14.480, 7.545], [8.571, 14.907, 6.337], [8.922, 14.235, 5.197], [10.028, 13.329, 5.215], [10.624, 13.091, 6.474], [10.130, 13.549, 7.623], [8.773, 16.917, 7.547], [7.606, 19.098, 7.998], [6.358, 20.462, 9.627], [6.504, 19.871, 12.093], [7.032, 17.408, 12.650], [7.726, 15.611, 6.395], [8.306, 14.383, 4.308], [10.430, 12.806, 4.349], [11.574, 12.468, 6.550], [7.317, 13.676, 13.637], [9.327, 12.646, 14.319], [11.211, 13.477, 12.791], [10.609, 11.559, 12.479], [13.046, 8.624, 8.100], [11.968, 9.692, 8.634], [11.137, 10.394, 9.046], [14.160, 9.067, 7.936], [13.158, 7.980, 9.110], [12.458, 8.171, 7.170], [9.582, 6.814, 12.250], [8.939, 7.786, 12.070], [8.094, 8.898, 11.798], [7.132, 9.131, 12.737], [6.349, 10.275, 12.592], [6.687, 11.203, 11.647], [7.651, 10.968, 10.692], [8.245, 9.811, 10.763], [6.908, 8.414, 13.497], [5.618, 10.479, 13.356], [6.291, 12.195, 11.651], [8.883, 9.646, 9.932], [16.154, 8.137, 14.992], [15.574, 9.543, 14.865], [16.717, 10.585, 14.519], [15.106, 10.087, 16.269], [14.341, 9.660, 13.480], [15.382, 9.243, 12.082], [15.770, 7.921, 11.761], [16.764, 7.756, 10.815], [17.144, 8.765, 9.969], [16.590, 10.024, 10.160], [15.825, 10.329, 11.283], [12.969, 8.299, 13.717], [11.880, 8.965, 14.507], [12.502, 8.029, 12.246], [13.205, 6.898, 14.395], [16.557, 8.043, 15.996], [16.928, 7.947, 14.227], [15.381, 7.359, 14.890], [17.438, 10.581, 15.338], [16.209, 11.542, 14.388], [17.210, 10.243, 13.629], [15.977, 10.299, 16.817], [14.488, 9.316, 16.717], [14.551, 11.018, 16.246], [15.375, 7.037, 12.218], [17.276, 6.829, 10.712], [17.761, 8.578, 9.083], [16.809, 10.653, 9.274], [15.250, 11.269, 11.439], [11.773, 10.028, 14.144], [11.914, 8.996, 15.594], [10.895, 8.541, 14.156], [12.272, 9.001, 11.755], [11.519, 7.477, 12.221], [13.238, 7.663, 11.572], [12.480, 6.188, 14.035], [12.982, 7.069, 15.467], [14.203, 6.478, 14.207]]
}